Density functional theory data (ωB97M-V with the def2-TZVPD basis set) for C4H3CdLiO as an isolated structure in a non-equilibrium geometry.

The geometry in ORCA input format:
```
! wB97M-V def2-TZVPD RIJCOSX def2/J DEFGRID3
* xyz 1 2
C -1.51 0.53 1.04
C -0.69 0.87 0.04
H -1.83 1.27 1.79
H -0.30 1.88 -0.16
Cd -1.57 -1.36 0.19
C -0.07 -0.29 -1.05
C 1.10 -0.96 -0.85
O 1.94 -1.10 0.03
H -0.42 -0.19 -2.09
Li 3.34 -0.66 1.06
*
```

Computed properties:
E: -11002.512 eV
E_LUMO (alpha / beta): -4.90 / -4.88 eV
Frontier orbital gap (alpha / beta): 6.401 / 7.992 eV